No. 1
50
Properties=species:S:1:pos:R:3:forces:R:3:mulliken_charge:R:1 method="wB97M-V/def2-TZVPD" homo_lumo_gap_ev=8.803 smiles="Cc1oc(-c2ccccc2)nc1Cn1cccc1C1=N[C@H](c2ccccc2)CO1" lumo_ev=0.609 de_lowest_kcal_mol=15.2
N -0.457 1.849 2.807 0.17 -0.47 -0.97 -0.654
N 0.123 -0.874 -3.154 -0.89 -1.49 -0.81 -0.516
O -1.256 -2.455 -2.388 -0.32 -0.30 -1.06 -0.387
O 0.276 -0.102 1.933 0.33 0.41 -0.79 -0.330
C -0.136 1.218 1.732 -0.68 0.40 1.73 0.300
C -0.689 -1.869 -3.484 1.52 1.32 -0.51 0.186
C -0.791 3.272 -1.336 -0.45 -0.53 1.92 -0.860
C -0.968 2.996 0.084 -0.29 1.18 -0.80 -0.295
C -0.045 2.251 -1.830 0.20 -0.67 -0.09 -0.342
C -0.297 1.843 0.395 0.66 -0.89 -0.74 0.125
C -0.771 -1.800 -1.321 1.74 1.49 0.40 0.611
C 0.114 -0.846 -1.787 -0.60 -0.53 0.57 0.836
C -1.317 -3.527 -7.434 0.52 -0.13 0.63 -0.333
C 2.627 2.886 6.673 -0.54 0.02 0.02 -0.366
C -1.909 -4.090 -6.297 0.48 0.67 -0.16 -0.593
C -0.452 -2.427 -7.309 -1.03 -0.41 1.46 -0.679
C 1.417 2.372 7.153 0.08 -0.10 -0.14 -0.553
C 2.873 2.854 5.297 -1.03 -0.77 1.01 -0.788
C -1.673 -3.527 -5.027 -1.01 -0.81 -0.45 -0.277
C -0.257 -1.874 -6.035 0.52 0.32 0.28 -0.074
C 0.479 1.796 6.280 0.42 -0.54 -0.59 -0.479
C 1.973 2.216 4.457 -0.51 -0.37 -0.02 0.017
C -0.856 -2.417 -4.872 -0.42 -0.02 0.24 0.143
C 0.763 1.635 4.912 1.01 0.99 0.59 0.300
N 0.275 1.379 -0.799 0.18 0.18 0.07 0.299
C -1.109 -2.130 0.090 0.26 -0.96 0.03 -1.142
C 0.993 0.121 -1.027 -0.91 -0.59 -0.41 -1.258
C 0.235 -0.354 3.343 0.10 -0.11 0.69 -0.760
C -0.216 0.961 3.960 0.29 1.07 -0.01 0.120
H -1.232 4.067 -1.905 0.00 0.16 0.02 0.450
H -1.520 3.636 0.770 0.27 -0.38 -0.09 0.518
H 0.180 2.083 -2.894 0.23 -0.29 0.90 0.372
H -1.449 -4.015 -8.390 -0.14 0.15 -0.10 0.365
H 3.352 3.328 7.365 -0.32 -0.17 -0.29 0.355
H -2.549 -4.958 -6.442 0.07 0.17 0.31 0.366
H 0.002 -1.985 -8.172 0.26 0.14 -0.24 0.407
H 1.222 2.392 8.226 -0.07 0.05 -0.30 0.346
H 3.769 3.268 4.921 0.77 0.36 -0.48 0.419
H -2.216 -3.947 -4.169 0.46 0.19 -0.33 0.351
H 0.418 -1.016 -5.931 -0.37 -0.33 0.05 0.391
H -0.458 1.365 6.630 0.16 0.24 0.26 0.289
H 2.234 2.173 3.413 -0.14 -0.06 -0.34 0.295
H -1.691 -3.050 0.179 -0.26 0.23 -0.21 0.367
H -1.611 -1.303 0.579 -0.15 0.00 0.07 0.220
H -0.190 -2.354 0.657 -0.23 0.35 -0.25 0.242
H 1.311 -0.381 -0.109 -0.11 0.62 0.05 0.419
H 1.861 0.324 -1.645 0.16 0.06 0.00 0.382
H 1.198 -0.624 3.792 0.16 -0.09 -0.77 0.402
H -0.460 -1.169 3.586 0.04 0.17 -0.48 0.306
H -1.122 0.810 4.521 -0.61 0.11 0.13 0.492

***

No. 2
19
Properties=species:S:1:pos:R:3:forces:R:3:mulliken_charge:R:1 method="wB97M-V/def2-TZVPD" charge=+1 homo_lumo_gap_ev="6.850 / 7.226" lumo_ev="-5.543 / -5.690" de_lowest_kcal_mol=112.1
C 1.984 -1.399 -0.632 -1.82 1.54 0.13 -0.721
C 2.088 -0.316 -1.499 1.95 -1.40 -0.64 -0.637
C 0.913 -1.558 0.183 -2.83 1.84 -0.11 -0.742
C 1.064 0.541 -1.609 -0.22 2.92 -1.01 -0.397
C -0.214 -0.694 0.116 2.11 0.41 0.11 0.473
C -0.088 0.380 -0.787 -0.51 1.38 -2.14 1.305
C -1.652 1.728 1.211 0.81 -1.62 -1.46 -0.017
C -1.278 -0.709 1.149 -1.14 -1.92 0.18 -0.532
N -1.190 1.181 -1.047 -0.95 -1.67 3.11 -0.486
N -1.403 0.663 1.823 -0.87 -1.43 1.07 -0.119
Br -1.267 2.675 -2.004 0.58 0.66 -0.60 0.106
H 2.739 -2.048 -0.537 2.84 -2.32 0.16 0.519
H 3.044 -0.305 -2.070 -1.07 0.57 0.23 0.334
H 0.731 -2.264 0.924 0.75 -1.73 1.02 0.396
H 1.169 1.473 -2.312 -0.50 -2.00 1.46 0.138
H -1.862 2.700 1.567 -0.15 0.90 0.66 0.388
H -2.258 -1.018 0.601 1.27 0.97 1.40 0.248
H -1.101 -1.462 2.060 -0.21 1.53 -2.32 0.420
H -1.419 0.431 2.861 -0.03 1.36 -1.26 0.325

***

No. 3
72
Properties=species:S:1:pos:R:3:forces:R:3:mulliken_charge:R:1 method="wB97M-V/def2-TZVPD" charge=-1 homo_lumo_gap_ev=9.834 lumo_ev=2.756 de_lowest_kcal_mol=0.0
B -14.450 -24.563 -8.638 0.39 -0.10 0.06 1.733
H -14.201 -23.981 -9.634 0.14 0.41 -0.83 0.197
H -13.476 -25.155 -8.310 0.66 -0.58 0.24 -0.564
H -14.727 -23.794 -7.785 -0.25 0.39 0.64 -0.228
H -15.354 -25.305 -8.816 -0.65 -0.47 -0.16 -0.617
C -16.223 -28.129 -8.005 0.01 0.13 -0.32 -0.783
C -16.407 -27.213 -6.811 -0.12 0.03 -0.33 0.044
O -15.166 -26.636 -6.437 -0.15 -0.07 0.42 -0.620
H -15.899 -27.558 -8.880 -0.18 0.10 0.03 0.055
H -17.158 -28.627 -8.271 0.09 -0.14 0.04 0.465
H -15.418 -28.842 -7.831 -0.27 -0.27 0.25 0.128
H -16.826 -27.750 -5.957 0.36 -0.08 0.13 0.457
H -17.161 -26.451 -7.046 0.17 0.17 -0.09 -0.021
H -14.859 -26.097 -7.183 -0.07 0.05 0.06 -0.223
C -17.623 -21.972 -5.707 0.17 -0.43 -0.34 -1.354
C -16.588 -23.087 -5.596 -0.32 0.38 0.13 1.017
O -16.899 -23.858 -4.432 0.31 -0.13 -0.26 -0.618
H -17.489 -21.465 -6.664 0.13 0.24 0.14 0.341
H -17.556 -21.279 -4.869 0.09 0.09 -0.06 0.367
H -18.634 -22.384 -5.724 0.04 -0.15 0.10 0.329
H -15.572 -22.685 -5.520 -0.06 0.16 0.07 -0.008
H -16.581 -23.697 -6.503 -0.18 -0.14 0.12 -0.428
H -16.219 -24.540 -4.390 -0.13 -0.10 0.10 0.332
C -9.188 -25.001 -8.136 0.37 -1.14 0.16 -1.260
C -10.208 -26.124 -8.053 -0.21 0.03 0.56 0.738
O -9.567 -27.400 -8.158 0.20 0.27 -0.34 -0.647
H -8.510 -25.092 -7.284 -0.05 0.31 0.06 0.361
H -9.676 -24.032 -8.161 0.10 0.05 -0.03 0.180
H -8.577 -25.184 -9.022 -0.13 0.33 -0.15 0.368
H -10.960 -25.957 -8.831 0.04 -0.34 0.05 -0.258
H -10.692 -26.131 -7.069 -0.23 0.50 -0.13 0.232
H -10.221 -28.053 -7.875 0.02 -0.12 -0.24 0.412
C -18.513 -23.955 -10.293 -0.54 -0.58 0.36 -0.605
C -17.960 -23.241 -9.052 -0.22 -0.32 -1.56 -0.006
O -16.698 -22.689 -9.373 -0.13 0.05 0.34 -0.501
O -17.921 -25.231 -10.522 0.28 0.57 -0.04 -0.508
H -18.440 -23.298 -11.168 0.39 0.06 0.05 0.273
H -19.587 -24.148 -10.194 0.06 -0.06 0.28 0.408
H -17.845 -23.944 -8.226 -0.45 0.05 0.12 -0.074
H -18.706 -22.460 -8.872 0.37 0.23 0.57 0.358
H -16.027 -23.309 -9.038 -0.03 0.38 -0.14 0.217
H -16.966 -25.070 -10.548 -0.01 -0.28 -0.10 0.234
C -12.394 -25.333 -12.121 0.30 -0.84 -0.55 -0.616
C -13.254 -26.588 -11.941 0.10 0.51 -0.27 -0.167
O -14.445 -26.426 -11.181 0.13 -0.17 0.02 -0.576
O -11.677 -25.025 -10.944 -0.20 0.40 0.08 -0.560
H -12.918 -24.500 -12.601 -0.32 0.18 0.59 0.276
H -11.618 -25.588 -12.854 -0.03 -0.16 0.07 0.432
H -12.563 -27.354 -11.567 -0.28 -0.08 0.40 0.036
H -13.577 -26.952 -12.920 -0.09 0.15 -0.01 0.431
H -14.337 -25.934 -10.344 0.35 -0.15 -0.41 -0.199
H -12.299 -24.744 -10.260 -0.12 0.11 0.03 0.061
C -11.767 -22.469 -7.223 0.18 0.31 0.71 -0.180
C -12.885 -21.424 -7.254 -0.12 -0.27 -1.43 -0.566
O -13.651 -21.515 -8.453 0.02 0.10 -0.12 -0.624
O -12.077 -23.582 -6.401 0.13 -0.08 0.01 -0.616
H -10.866 -22.009 -6.801 -0.08 -0.15 0.22 0.498
H -11.470 -22.774 -8.232 -0.39 0.05 -0.14 0.042
H -12.456 -20.422 -7.315 -0.02 0.02 0.37 0.382
H -13.559 -21.526 -6.399 0.33 0.03 0.30 0.122
H -13.908 -22.441 -8.612 0.01 0.36 0.17 0.571
H -12.823 -24.056 -6.796 0.02 0.01 -0.12 0.363
C -13.377 -29.728 -9.525 -0.48 0.46 -0.23 -0.719
C -12.803 -28.547 -8.751 0.46 -0.46 -0.57 0.844
O -11.941 -29.078 -7.740 0.50 -0.17 0.35 -0.721
O -12.421 -30.248 -10.448 0.14 -0.05 0.41 -0.597
H -14.215 -29.384 -10.136 0.00 0.02 0.05 0.265
H -13.737 -30.513 -8.854 0.04 0.04 0.10 0.448
H -13.527 -27.844 -8.351 -0.12 -0.13 0.02 -0.522
H -12.166 -28.051 -9.492 -0.09 0.40 0.22 0.283
H -12.064 -28.670 -6.879 -0.40 0.17 -0.11 0.342
H -11.608 -30.365 -9.941 0.03 -0.10 -0.15 0.341

***

No. 4
50
Properties=species:S:1:pos:R:3:forces:R:3:mulliken_charge:R:1 method="wB97M-V/def2-TZVPD" charge=-2 homo_lumo_gap_ev="1.549 / 4.076" multiplicity=5 lumo_ev="3.980 / 4.331"
C 1.384 -0.200 -3.482 -0.69 -2.98 -3.77 -1.992
I 0.080 -2.658 -1.269 1.77 -3.25 -4.13 -0.735
H 1.787 -1.169 -3.912 0.05 0.39 2.02 0.401
H 2.032 0.509 -3.991 -0.21 0.69 0.40 0.258
H 0.431 -0.309 -4.013 0.07 0.80 -0.61 0.385
C -3.788 -1.442 0.806 0.14 -0.22 0.13 -0.851
C -3.357 -2.669 1.155 -1.11 0.31 -0.14 -0.401
N -2.022 -2.716 0.861 -0.17 -0.38 0.01 0.294
C -1.580 -1.536 0.303 -1.81 1.08 2.60 0.242
N -2.712 -0.757 0.298 0.22 -0.70 0.08 0.535
H -4.710 -0.935 0.910 -0.82 0.04 0.07 0.354
H -3.933 -3.511 1.531 0.42 0.27 -0.10 0.618
C 2.872 2.483 -0.171 1.23 -0.12 -0.02 -0.476
C 1.539 0.712 -0.830 -2.32 -2.85 -0.99 0.384
N 1.566 2.068 -0.367 -0.61 1.39 -0.44 0.397
H 4.774 1.322 -0.460 -0.87 0.26 0.07 0.342
N 2.886 0.408 -0.886 2.30 -1.04 0.29 0.305
H 3.159 3.506 0.070 -0.28 -0.42 0.04 0.333
Mn 0.137 -0.677 -0.019 0.72 2.03 -0.04 -1.225
C 0.848 0.276 -2.205 0.64 5.84 2.38 1.020
O -0.057 1.134 -2.411 -1.14 -1.55 0.11 -0.672
C 3.676 1.431 -0.453 0.95 0.78 -0.03 -0.416
C 3.335 -0.828 -1.423 0.44 -0.25 0.05 -0.660
H 3.132 -1.679 -0.779 -0.08 -0.20 0.31 0.144
H 4.407 -0.769 -1.590 0.21 -0.02 -0.05 0.377
H 2.835 -1.029 -2.370 0.55 -0.22 0.42 0.156
C 0.451 2.936 -0.124 -0.45 -0.50 -0.07 -0.749
H 0.782 3.983 -0.081 -0.03 -0.27 -0.15 0.372
H -0.085 2.718 0.814 0.19 -0.08 0.10 0.034
H -0.277 2.782 -0.927 0.06 0.38 0.05 0.235
C -2.793 0.662 0.049 -0.21 0.50 0.13 -0.711
H -3.872 0.866 0.002 0.29 0.26 -0.07 0.317
H -2.350 0.953 -0.919 0.13 -0.21 0.48 0.243
H -2.378 1.249 0.903 -0.05 -0.39 -0.66 0.141
C -1.358 -3.995 1.065 0.55 -0.72 0.27 -1.462
H -1.544 -4.715 0.251 0.16 0.59 -0.08 0.531
H -1.790 -4.494 1.947 0.16 0.54 0.05 0.458
H -0.274 -3.872 1.190 -0.53 -0.05 0.10 0.448
Te 0.908 -0.604 2.360 0.33 0.43 1.06 -0.545
C -0.818 0.323 3.207 0.31 -0.33 -0.40 -0.126
C -1.921 -0.472 3.527 -0.27 0.38 0.35 -0.423
C -3.122 0.127 3.914 0.07 0.07 -0.16 -0.404
C -3.229 1.523 3.935 -0.07 -0.07 0.39 -0.533
C -2.085 2.305 3.740 0.01 0.02 -0.18 -0.421
C -0.886 1.717 3.325 -0.70 -0.44 0.52 -0.468
H -1.823 -1.557 3.464 -0.10 0.31 0.04 0.392
H -3.964 -0.496 4.228 0.12 0.20 -0.35 0.410
H -4.206 1.993 4.130 0.57 -0.18 0.16 0.320
H -2.123 3.377 3.945 -0.09 -0.16 -0.36 0.338
H -0.004 2.302 3.096 -0.04 0.07 0.11 0.485

***

| no. | strongest force on any atom (eV/A) | electronic energy (eV) |
| --- | --- | --- |
| 1 | 2.3 | -33793.279 |
| 2 | 3.7 | -81436.009 |
| 3 | 1.6 | -38461.874 |
| 4 | 6.3 | -73769.879 |